(1)
C38H85Ca3N3O13P2 | ωB97M-V/def2-TZVPD

Structure (XYZ):
```
144
Properties=species:S:1:pos:R:3:lowdin_charge:R:1
Ca 2.48684 -0.26975 -0.87514 1.35
Ca 0.97744 1.78770 1.60336 1.35
Ca -2.37931 -0.74417 1.73090 1.48
P 3.49034 2.00114 0.46523 -0.09
O 2.44181 3.10382 0.63077 -0.48
O 2.87015 0.72692 1.14277 -0.60
O 4.91204 2.48381 0.71168 -0.39
O 3.53823 1.66899 -1.06419 -0.51
P -0.24734 -0.27750 -0.00207 -0.03
O 0.59766 0.96467 -0.40408 -0.55
O -1.75151 -0.37395 -0.32844 -0.47
O -0.32813 -0.06989 1.54270 -0.61
O 0.63282 -1.43321 -0.41777 -0.42
C -2.07375 4.62688 0.09450 -0.14
C -2.57344 4.84403 1.52352 -0.15
C -1.48699 4.22342 2.40658 -0.19
O -0.67083 3.45908 1.52620 -0.26
C -1.28823 3.32903 0.22472 -0.17
H -1.39913 5.42210 -0.21911 0.12
H -2.89406 4.47951 -0.60744 0.12
H -3.53483 4.33516 1.64052 0.11
H -2.78532 5.87617 1.80443 0.11
H -1.96437 3.55872 3.13272 0.11
H -0.90497 4.98226 2.92445 0.12
H -1.94017 2.44455 0.17747 0.11
H -0.55006 3.12577 -0.54854 0.11
C 0.65113 4.58403 -3.13690 -0.19
C 1.37176 5.78303 -3.67914 -0.18
C 2.85129 5.44105 -3.45524 -0.19
O 2.88843 4.30879 -2.58331 -0.11
C 1.58203 4.10251 -2.03594 -0.22
H 0.60577 3.75490 -3.85626 0.09
H -0.39553 4.81021 -2.91102 0.11
H 1.09530 6.67311 -3.10669 0.11
H 1.14578 5.99453 -4.72735 0.11
H 3.32582 6.31359 -2.99780 0.11
H 3.35329 5.24129 -4.40236 0.11
H 1.41044 4.73423 -1.15688 0.12
H 1.46203 3.04191 -1.82081 0.08
C -0.32008 -3.93286 4.41054 -0.15
C -0.05913 -4.42598 3.00438 -0.15
C -0.25148 -3.16798 2.18412 -0.17
O -1.38510 -2.53317 2.83912 -0.31
C -1.38060 -2.84124 4.23221 -0.18
H 0.57482 -3.46715 4.83641 0.11
H -0.58866 -4.68414 5.15348 0.12
H -0.77516 -5.21443 2.73797 0.12
H 0.89480 -4.92963 2.84568 0.12
H -0.45011 -3.31520 1.12847 0.11
H 0.64620 -2.55991 2.30651 0.11
H -2.37641 -3.22288 4.47768 0.12
H -1.11569 -1.99888 4.87709 0.12
C -2.04783 -1.81920 -4.35700 -0.16
C -2.77269 -2.90760 -5.15011 -0.16
C -4.20321 -2.72253 -4.68975 -0.19
O -4.08688 -2.39765 -3.29198 -0.17
C -2.80575 -1.82096 -3.01673 -0.21
H -2.10866 -0.85355 -4.86609 0.11
H -0.97925 -1.97077 -4.20055 0.10
H -2.38821 -3.88295 -4.85113 0.12
H -2.63457 -2.77938 -6.22333 0.11
H -4.73809 -3.67121 -4.75363 0.12
H -4.78210 -1.91759 -5.14459 0.12
H -2.29816 -2.53107 -2.35589 0.11
H -2.84314 -0.83683 -2.55318 0.10
C 0.57079 0.66653 -4.93593 -0.16
C 1.88667 1.38922 -5.16425 -0.14
C 2.73487 0.99186 -3.93979 -0.16
O 1.88494 0.15531 -3.13380 -0.27
C 0.52934 0.53553 -3.42392 -0.19
H 0.64263 -0.32894 -5.38078 0.11
H -0.32206 1.17063 -5.31420 0.11
H 1.77338 2.47559 -5.16099 0.10
H 2.32848 1.16120 -6.13516 0.11
H 3.03107 1.87823 -3.37437 0.10
H 3.64642 0.45594 -4.20362 0.12
H 0.33841 1.46793 -2.88670 0.11
H -0.17389 -0.20930 -3.05634 0.10
C -0.13897 1.12230 6.06494 -0.07
C -0.05264 1.28316 4.53531 -0.27
N 1.14797 1.88145 3.94852 -0.26
C 2.37792 1.11900 4.31648 -0.22
C 2.31488 -0.38917 4.08784 -0.08
C 1.27505 3.26063 4.43747 -0.25
C 2.15682 4.17159 3.58517 -0.07
H 0.12652 2.05269 6.57323 0.07
H 0.61101 0.42052 6.43181 0.07
H -1.14335 0.82745 6.36143 0.07
H -0.16202 0.25222 4.17510 0.08
H -0.91897 1.79743 4.10598 0.10
H 3.12650 1.50461 3.62068 0.11
H 2.69866 1.26988 5.35186 0.12
H 3.30774 -0.83022 4.06603 0.09
H 1.74136 -0.82838 4.91408 0.06
H 1.79637 -0.66307 3.16649 0.05
H 1.61313 3.27725 5.47902 0.11
H 0.30974 3.77516 4.41404 0.10
H 2.40142 5.06640 4.16272 0.08
H 1.69111 4.51301 2.65975 0.06
H 3.09603 3.71373 3.26719 0.08
C 5.85988 -0.78189 -1.88972 -0.07
C 5.23635 -1.91271 -1.06800 -0.25
N 3.83192 -2.22211 -1.38651 -0.28
C 3.72936 -2.55415 -2.82416 -0.23
C 2.34929 -3.10684 -3.21139 -0.07
C 3.35358 -3.29887 -0.52072 -0.27
C 3.43766 -3.00038 0.96640 -0.07
H 5.30218 0.15296 -1.75113 0.07
H 5.89206 -0.95147 -2.96828 0.06
H 6.87922 -0.63444 -1.53707 0.08
H 5.84184 -2.82307 -1.19933 0.12
H 5.32689 -1.57237 -0.03620 0.12
H 3.92060 -1.65511 -3.40284 0.09
H 4.51849 -3.28430 -3.04965 0.12
H 2.25782 -3.17052 -4.29289 0.08
H 2.18743 -4.08047 -2.75059 0.07
H 1.59696 -2.42616 -2.80853 0.06
H 3.82458 -4.25991 -0.78769 0.13
H 2.29913 -3.47861 -0.74596 0.09
H 2.82652 -3.74979 1.47533 0.07
H 3.01262 -2.02636 1.23190 0.06
H 4.44086 -2.99439 1.39076 0.08
C -4.92326 0.22932 -0.16687 -0.07
C -5.32192 -0.76372 0.91834 -0.25
N -4.35327 -1.86135 1.17277 -0.31
C -4.77508 -2.62688 2.35261 -0.27
C -5.99907 -3.51890 2.18764 -0.07
C -4.25934 -2.68667 -0.04925 -0.24
C -3.34697 -3.89459 0.07811 -0.05
H -5.65835 1.03452 -0.18163 0.09
H -4.78945 -0.20705 -1.15366 0.08
H -3.97219 0.74674 0.02004 0.05
H -5.61928 -0.23299 1.82642 0.12
H -6.24885 -1.19815 0.51941 0.12
H -3.97194 -3.31262 2.64402 0.09
H -4.87466 -1.95252 3.20995 0.12
H -5.88467 -4.30389 1.44471 0.07
H -6.16501 -3.97881 3.16527 0.08
H -6.92701 -2.99814 1.94434 0.08
H -3.87181 -2.04297 -0.82861 0.07
H -5.23905 -3.07280 -0.34878 0.13
H -3.62552 -4.58572 0.87266 0.07
H -2.31024 -3.60800 0.28531 0.06
H -3.28296 -4.39496 -0.88761 0.09
```

Output
Gap between HOMO and LUMO   4.00 eV
Charge   0
Max |F|   5.97 eV Å⁻¹
E_tot   -5357.36138 Ha

(2)
C48H83N4O10P | ωB97M-V/def2-TZVPD

Structure (XYZ):
```
146
Properties=species:S:1:pos:R:3:lowdin_charge:R:1
C -0.76372 3.00973 -0.32335 -0.04
C 0.07525 2.41060 -1.47208 -0.23
O 1.07034 1.50723 -1.05405 -0.03
C 0.81784 0.12942 -1.00916 -0.46
C -0.00805 -0.40301 -2.17707 -0.09
C -1.54078 -0.32417 -2.01069 -0.16
C -2.19951 -1.60410 -1.51110 -0.22
N -3.15170 -2.14262 -2.50385 -0.03
C -3.42322 -3.56224 -2.17477 -0.17
C -2.44878 -4.42834 -2.92406 -0.17
C -1.52255 -5.18994 -2.22589 -0.06
C -0.56816 -5.95723 -2.88447 -0.09
C -0.54323 -5.95145 -4.26764 -0.08
C -1.48294 -5.22021 -4.97739 -0.01
C -2.43515 -4.46062 -4.32151 -0.28
O -3.34831 -3.73847 -5.05251 0.04
C 0.09330 -0.17680 0.32034 -0.09
C 1.00232 0.12547 1.51679 -0.09
C 0.16893 0.39467 2.73378 -0.50
N -0.72429 -0.62992 3.18764 0.11
O 0.24641 1.43086 3.32097 0.11
O 2.13189 -0.40554 -0.85620 0.01
C 2.57506 -1.53901 -1.51150 -0.61
O 2.62335 -1.40815 -2.90691 0.03
C 4.05793 -1.67243 -1.09764 -0.14
O 4.25257 -1.81934 0.31608 -0.15
C 5.05923 -2.96959 0.64498 -0.15
C 4.91617 -3.30398 2.13457 -0.14
O 5.05692 -4.69760 2.43123 -0.06
C 3.97124 -5.38111 2.93250 -0.21
C 3.37390 -4.86993 4.08227 0.02
C 2.30702 -5.48361 4.71287 -0.28
C 1.73454 -4.91891 5.98168 -0.04
C 1.83135 -6.65753 4.15295 -0.05
C 2.44068 -7.18227 3.03008 -0.03
C 3.52853 -6.59040 2.38055 -0.10
C 4.13955 -7.36867 1.21841 -0.35
C 3.07888 -8.12942 0.41401 -0.08
C 4.98911 -6.60100 0.21883 -0.07
P 1.82823 -3.18729 -1.02666 0.82
O 2.52049 -4.23353 -1.82372 -0.41
H -0.87923 4.07349 -0.46723 0.07
H -0.25132 2.80224 0.61190 0.07
H -1.73843 2.53037 -0.27819 0.06
H 0.60650 3.24436 -1.92028 0.12
H -0.59483 2.06637 -2.25650 0.10
H 0.22482 0.21323 -3.04166 0.13
H 0.21773 -1.41664 -2.47453 0.09
H -1.92880 -0.14737 -3.01028 0.11
H -1.84662 0.53683 -1.43306 0.09
H -2.74696 -1.37457 -0.59057 0.12
H -1.50309 -2.39202 -1.24479 0.08
H -4.02478 -1.66837 -2.30544 0.09
H -4.45573 -3.80696 -2.41368 0.12
H -3.29439 -3.75362 -1.10840 0.11
H -1.52339 -5.19585 -1.14579 0.11
H 0.16564 -6.52595 -2.34189 0.10
H 0.20014 -6.51836 -4.80037 0.10
H -1.46939 -5.21328 -6.05593 0.12
H -4.22728 -4.06630 -4.84545 0.11
H -0.78642 0.44950 0.42825 0.11
H -0.20830 -1.22318 0.35898 0.11
H 1.63755 0.98126 1.34286 0.13
H 1.62223 -0.74635 1.72148 0.12
H -1.49715 -0.68968 2.52862 0.08
H -0.23934 -1.51813 3.08436 0.08
H 2.21104 -2.17525 -3.32129 0.10
H 4.51696 -2.49567 -1.62733 0.12
H 4.47897 -0.71241 -1.38099 0.14
H 6.09088 -2.65830 0.48016 0.13
H 4.84802 -3.81314 0.00605 0.09
H 5.72740 -2.80288 2.65326 0.13
H 3.99685 -2.85737 2.50654 0.12
H 3.78573 -3.96613 4.50678 0.12
H 1.92511 -3.85562 6.03871 0.07
H 0.66389 -5.07872 6.01369 0.08
H 2.20203 -5.39354 6.83875 0.08
H 1.00663 -7.18339 4.60561 0.11
H 2.06761 -8.12335 2.67082 0.10
H 4.77913 -8.13180 1.66633 0.14
H 3.48591 -8.46620 -0.53015 0.07
H 2.61688 -8.93840 0.96443 0.06
H 2.27889 -7.43283 0.15979 0.08
H 4.36764 -5.90618 -0.32290 0.06
H 5.85595 -6.13876 0.66727 0.08
H 5.34915 -7.31291 -0.51900 0.08
H 1.96054 -3.33753 0.36668 0.04
H 0.45679 -3.22896 -1.33184 0.00
C 1.39617 4.62899 5.79108 -0.02
C 0.92905 5.12550 4.40538 -0.48
C 1.72434 4.44665 3.29051 -0.14
C 3.14720 4.98182 3.14308 -0.17
C 3.12518 6.49809 2.95566 -0.14
C 2.37454 7.22282 4.07233 -0.49
N 1.02369 6.61741 4.30582 -0.08
O 0.20221 7.04528 3.40507 -0.02
C 3.23737 7.19764 5.35116 -0.04
C 2.22106 8.69776 3.72111 -0.05
C -0.52155 4.66953 4.30838 -0.05
H 1.69791 3.58287 5.73344 0.09
H 2.23066 5.17867 6.21335 0.05
H 0.58597 4.70294 6.51706 0.08
H 1.20270 4.58976 2.33775 0.12
H 1.74590 3.37219 3.46273 0.10
H 3.74893 4.70568 4.01413 0.11
H 3.62459 4.51627 2.27843 0.11
H 4.14579 6.88480 2.90502 0.12
H 2.65655 6.72754 1.99333 0.12
H 2.65423 7.50039 6.22173 0.09
H 4.06415 7.90019 5.24818 0.08
H 3.69153 6.22959 5.55109 0.06
H 1.72722 8.84419 2.76295 0.08
H 3.20736 9.15585 3.65591 0.08
H 1.65028 9.22547 4.48649 0.09
H -1.14598 5.18878 5.03663 0.09
H -0.56509 3.60062 4.51342 0.08
H -0.94166 4.83349 3.31762 0.08
C -6.23548 4.88906 -3.96171 -0.02
C -5.10870 4.12590 -3.23178 -0.49
C -3.77301 4.30096 -3.95783 -0.14
C -3.66621 3.48861 -5.24665 -0.17
C -3.94419 2.01375 -4.96065 -0.13
C -5.28884 1.78575 -4.27112 -0.49
N -5.45115 2.67792 -3.07761 -0.07
O -4.79405 2.18234 -2.08043 -0.03
C -6.41726 1.99699 -5.30182 -0.04
C -5.40469 0.33354 -3.83539 -0.04
C -5.00728 4.79796 -1.86737 -0.05
H -5.84420 5.80072 -4.41393 0.09
H -6.72517 4.32912 -4.75076 0.05
H -7.02019 5.17480 -3.26100 0.09
H -2.95883 3.99785 -3.29064 0.12
H -3.61724 5.36004 -4.16832 0.12
H -4.35653 3.87754 -6.00042 0.11
H -2.66317 3.59447 -5.66377 0.11
H -3.91997 1.43981 -5.88904 0.13
H -3.13957 1.61990 -4.33037 0.11
H -7.38830 2.06507 -4.80988 0.09
H -6.45234 1.14776 -5.98351 0.09
H -6.27745 2.87579 -5.92755 0.06
H -4.57609 0.04267 -3.19714 0.05
H -5.38355 -0.31985 -4.70663 0.09
H -6.33910 0.15088 -3.30084 0.10
H -5.90866 4.63182 -1.27763 0.09
H -4.88785 5.87174 -2.01436 0.09
H -4.15305 4.44510 -1.29278 0.07
```

Output
Gap between HOMO and LUMO (alpha / beta)   8.26 / 8.72 eV
Charge   0
Multiplicity   3
Max |F|   2.04 eV Å⁻¹
E_tot   -3191.35429 Ha
<S²>   2.01

Which of these has the highest max |F|?
C38H85Ca3N3O13P2

Look up the E_tot of the first one.
-5357.36138 Ha

Among the records above, which one has the lowest E_tot?
C38H85Ca3N3O13P2